ORCA calculation (wB97M-V/def2-TZVPD) on a molecular structure, CHFO4S.

Results
- ΔE to the lowest compared entry with this formula, charge and spin (kcal per mole) = 18.9
- HOMO energy (eV) = -11.582
- HOMO-LUMO gap (eV) = 10.66
- LUMO level (Ha) = -0.0339
- total energy (Eh) = -837.64663

```
8
Properties=species:S:1:pos:R:3:mulliken_charge:R:1
C -0.0792 0.0624 0.5068 0.363
O -0.7271 -2.5468 2.4014 -0.450
O -0.0701 -0.3615 3.2875 -0.471
O -0.9734 -0.6902 0.8305 -0.338
O 1.4067 -1.5265 1.7168 -0.521
F 0.2511 1.1392 1.1370 -0.131
S 0.0994 -1.4324 2.3632 1.189
H 0.4358 -0.1764 -0.4177 0.359
```